--- a ---
The following is a DFT calculation (ωB97M-V with the def2-TZVPD basis set) of a single C3H4ClNO molecule.

LUMO energy ... 0.8 eV
SMILES ... ClC1=CCNO1
Frontier orbital gap ... 9.5433 eV
Net charge ... 0

Bonds (Å) are listed after each position.
Positions of all 10 atoms, in Å:
1 Cl -3.735 0.263 -0.058  C2 1.664
2 C -2.097 -0.021 -0.001  Cl1 1.664, C3 1.350, O6 1.547
3 C -0.989 0.716 0.232  C2 1.350, C4 1.506, H7 1.089
4 C 0.258 -0.129 0.210  C3 1.506, N5 1.496, H8 1.037, H9 1.100
5 N -0.259 -1.517 0.000  C4 1.496, O6 1.434, H10 1.113
6 O -1.693 -1.514 0.027  C2 1.547, N5 1.434
7 H -0.760 1.780 0.245  C3 1.089
8 H 0.869 0.061 -0.606  C4 1.037
9 H 0.705 0.090 1.190  C4 1.100
10 H 0.006 -1.720 -1.061  N5 1.113

***

--- b ---
The following is a DFT calculation (ωB97M-V with the def2-TZVPD basis set) of 2 unconnected molecules or ions with the total composition C3H4ClNO.

LUMO energy ... 0.8 eV
SMILES ... C=[NH+][O-].C#CCl
Frontier orbital gap ... 9.8601 eV
Net charge ... 0

Bonds (Å) are listed after each position.
Positions of all 10 atoms, in Å:
1 C 0.649 2.087 -1.033  N2 1.316, H4 1.029, H5 1.104
2 N 0.341 1.001 -0.357  C1 1.316, O3 1.251, H6 1.004
3 O 0.297 -0.185 -0.752  N2 1.251
4 H 0.556 2.943 -0.471  C1 1.029
5 H 1.213 2.027 -1.980  C1 1.104
6 H 0.128 1.087 0.621  N2 1.004
7 C -1.429 -2.102 1.374  C8 1.230, H10 1.070
8 C -0.361 -2.286 0.793  C7 1.230, Cl9 1.633
9 Cl 0.838 -2.912 -0.122  C8 1.633
10 H -2.231 -1.660 1.928  C7 1.070

***

Q: Which of them is the most stable? A: a.

***

--- a ---
The following is a DFT calculation (ωB97M-V with the def2-TZVPD basis set) of 2 unconnected molecules or ions with the total composition C2H5Cl2N.

LUMO energy ... 0.7 eV
SMILES ... C=C(N)Cl.Cl
Frontier orbital gap ... 8.9866 eV
Net charge ... 0

Bonds (Å) are listed after each position.
Positions of all 10 atoms, in Å:
1 C -2.027 0.544 -0.360  C2 1.366, H5 1.094, H6 1.071
2 C -1.068 -0.353 0.016  C1 1.366, N3 1.374, Cl4 1.714
3 N 0.103 0.096 0.578  C2 1.374, H7 1.014, H8 1.044
4 Cl -1.157 -2.063 0.087  C2 1.714
5 H -1.711 1.571 -0.565  C1 1.094
6 H -2.814 0.281 -1.037  C1 1.071
7 H 0.784 -0.412 1.131  N3 1.014
8 H 0.401 1.094 0.514  N3 1.044
9 Cl 3.388 -0.536 0.289  H10 1.223
10 H 4.101 -0.223 -0.654  Cl9 1.223

***

--- b ---
The following is a DFT calculation (ωB97M-V with the def2-TZVPD basis set) of a single C2H5Cl2N molecule.

LUMO energy ... 0.9 eV
SMILES ... NCC(Cl)Cl
Frontier orbital gap ... 10.5907 eV
Net charge ... 0

Bonds (Å) are listed after each position.
Positions of all 10 atoms, in Å:
1 N 1.068 -0.366 -0.695  C2 1.407, H6 0.950, H7 1.041
2 C 0.368 -0.119 0.500  N1 1.407, C3 1.505, H8 1.090, H9 1.049
3 C -1.059 0.197 0.143  C2 1.505, Cl4 1.804, Cl5 1.737, H10 1.054
4 Cl -1.289 1.739 -0.765  C3 1.804
5 Cl -1.716 -1.129 -0.767  C3 1.737
6 H 1.182 0.528 -0.993  N1 0.950
7 H 1.951 -0.915 -0.628  N1 1.041
8 H 0.715 0.744 1.070  C2 1.090
9 H 0.533 -0.884 1.198  C2 1.049
10 H -1.752 0.205 0.937  C3 1.054

***

Q: Which of them is the most stable? A: b.

***

--- a ---
The following is a DFT calculation (ωB97M-V with the def2-TZVPD basis set) of a single C4H4O2S molecule.

LUMO energy ... 0.6 eV
Frontier orbital gap ... 9.3151 eV
Net charge ... 0

Bonds (Å) are listed after each position.
Positions of all 11 atoms, in Å:
1 C -0.414 0.019 1.155  C2 1.501, C3 1.313, H8 1.086
2 C 0.873 0.119 0.390  C1 1.501, C4 1.461, S7 1.958, H9 1.077
3 C -1.596 0.240 0.628  C1 1.313, O5 1.150
4 C 0.932 -0.644 -0.855  C2 1.461, S7 1.888, H10 1.086, H11 1.079
5 O -2.723 0.101 0.447  C3 1.150
6 O -0.918 1.239 -1.331  S7 1.464
7 S 0.541 1.165 -1.232  C2 1.958, C4 1.888, O6 1.464
8 H -0.472 -0.627 2.027  C1 1.086
9 H 1.745 0.560 0.844  C2 1.077
10 H 1.952 -0.868 -1.152  C4 1.086
11 H 0.081 -1.303 -0.921  C4 1.079

***

--- b ---
The following is a DFT calculation (ωB97M-V with the def2-TZVPD basis set) of a single C4H4O2S molecule.

LUMO energy ... -0.7 eV
SMILES ... O=C[C@H]1O[C@@H]1C=S
Frontier orbital gap ... 8.5898 eV
Net charge ... 0

Bonds (Å) are listed after each position.
Positions of all 11 atoms, in Å:
1 O -0.928 2.594 0.221  C2 1.224
2 C -0.984 1.580 -0.462  O1 1.224, C3 1.573, H8 1.073
3 C -0.801 0.213 0.293  C2 1.573, O4 1.429, C5 1.470, H9 1.150
4 O -0.945 -0.927 -0.556  C3 1.429, C5 1.402
5 C 0.358 -0.497 -0.268  C3 1.470, O4 1.402, C6 1.459, H10 1.151
6 C 1.225 -1.393 0.490  C5 1.459, S7 1.561, H11 1.058
7 S 2.784 -1.435 0.434  C6 1.561
8 H -0.937 1.547 -1.533  C2 1.073
9 H -1.272 0.188 1.341  C3 1.150
10 H 0.856 0.123 -1.100  C5 1.151
11 H 0.645 -1.993 1.140  C6 1.058

***

Q: Which of them is the most stable? A: b.